Record 1
Here is 17 unconnected molecules or ions with the total composition C25H78F6N19O27S2 at a distorted geometry from the OMol25 dataset. Energies are from the ωB97M-V functional and the def2-TZVPD basis.

As for the LUMO energy (spin up / spin down): -0.9 / -6.7 eV. The charge is 0. Its highest occupied orbital energy (spin up / spin down) is -9.05 / -9.05 eV. As for the HOMO-LUMO gap (spin up / spin down): 8.20 / 2.35 eV. As for the spin multiplicity: 2.

Element x y z (Å)
1 C -2.93676 -0.13306 -0.09746
2 F -2.53574 -1.05508 0.80907
3 F -3.74878 -0.57600 -1.04107
4 F -3.71262 0.83315 0.54993
5 S -1.54650 0.86675 -1.01094
6 O -1.73336 0.81133 -2.46448
7 O -1.69359 2.22574 -0.58966
8 N -0.03374 0.02377 -0.63790
9 S 0.45389 0.90526 0.45047
10 O 1.10565 2.14591 -0.00549
11 O -0.45500 0.93346 1.61693
12 C 2.04352 -0.12704 1.02048
13 F 2.72339 0.60976 1.87643
14 F 1.79249 -1.35369 1.62761
15 F 2.82860 -0.31272 -0.08833
16 C -5.21130 -2.73109 1.55648
17 O -6.33727 -2.44239 1.28110
18 N -4.59516 -2.34176 2.65648
19 N -4.48818 -3.61965 0.88886
20 H -3.60797 -2.49473 2.80533
21 H -5.18362 -1.68386 3.14739
22 H -3.72161 -4.02015 1.41046
23 H -4.79745 -4.23024 0.14615
24 C 6.53799 -0.75457 2.25280
25 O 7.12628 -0.10292 1.37440
26 N 7.13014 -1.25831 3.27419
27 N 5.23039 -0.80068 2.31187
28 H 8.07148 -0.92336 3.42179
29 H 6.49442 -1.62518 3.96800
30 H 4.82601 -1.37548 3.03726
31 H 4.63381 -0.17069 1.79486
32 C -4.54498 0.74890 4.01575
33 O -5.21350 -0.15930 4.50130
34 N -3.20543 0.64655 3.93433
35 N -5.06460 1.73315 3.31668
36 H -2.54380 1.29169 3.52672
37 H -2.92547 -0.29275 4.17811
38 H -6.06371 1.71627 3.16973
39 H -4.59753 2.62346 3.41305
40 C -2.28769 5.49732 -2.29287
41 O -2.47634 6.08806 -1.23478
42 N -2.15729 6.18081 -3.39376
43 N -2.21314 4.20216 -2.50308
44 H -1.82025 5.74166 -4.23854
45 H -2.12791 7.18625 -3.30255
46 H -1.92336 3.77510 -3.37127
47 H -2.25839 3.51937 -1.76022
48 C 3.70117 -3.54062 4.17459
49 O 4.88622 -3.15132 4.09486
50 N 2.62346 -2.86166 3.76950
51 N 3.42786 -4.74321 4.60915
52 H 1.71265 -3.29327 3.83464
53 H 2.70418 -1.99213 3.26205
54 H 2.47663 -5.08124 4.57770
55 H 4.15478 -5.38619 4.88891
56 C 4.99529 -2.77237 -2.82094
57 O 5.72111 -1.86082 -3.29451
58 N 3.66116 -2.64372 -2.48786
59 N 5.38623 -3.98435 -2.85863
60 H 3.23168 -1.74371 -2.32778
61 H 3.27176 -3.35518 -1.88595
62 H 4.87427 -4.73149 -2.41167
63 H 6.21789 -4.14074 -3.40998
64 C 5.88109 2.70100 4.67874
65 O 6.83467 3.10500 5.33989
66 N 4.64673 3.09779 4.76577
67 N 5.88384 1.75445 3.82546
68 H 4.41707 3.75775 5.49502
69 H 3.99661 2.32516 4.74396
70 H 5.09414 1.64216 3.20589
71 H 6.76227 1.30032 3.61997
72 C -4.46061 -3.65418 -2.32901
73 O -4.68457 -4.62714 -1.69224
74 N -5.16535 -2.53604 -2.38117
75 N -3.61615 -3.69412 -3.28121
76 H -4.96149 -2.08052 -3.25926
77 H -6.04389 -2.46258 -1.88835
78 H -3.49169 -2.87945 -3.86509
79 H -2.95034 -4.44003 -3.42406
80 C 4.56583 -4.63594 0.85728
81 O 5.75789 -4.93655 0.74187
82 N 4.04074 -3.48250 0.42156
83 N 3.64644 -5.46860 1.27028
84 H 4.54174 -2.78152 -0.10543
85 H 3.03129 -3.49800 0.39206
86 H 3.82658 -6.45741 1.17080
87 H 2.68899 -5.16845 1.38561
88 C -5.73595 2.87095 -0.19585
89 C -5.80988 2.12278 -1.51933
90 O -7.11201 1.71151 -1.80528
91 O -6.68872 3.90788 -0.17369
92 H -4.69741 3.12097 0.02103
93 H -6.02726 2.23431 0.63956
94 H -5.16436 1.24907 -1.60902
95 H -5.71155 2.80470 -2.36397
96 H -7.65871 2.49651 -1.88583
97 H -7.17535 3.74314 0.63727
98 C 1.51503 3.13899 -3.02184
99 C 2.56203 3.90577 -3.87914
100 O 3.43824 3.13136 -4.66569
101 O 0.34425 2.73040 -3.72825
102 H 1.16442 3.82860 -2.25397
103 H 1.97754 2.39248 -2.37615
104 H 3.08698 4.51533 -3.14363
105 H 2.07524 4.61536 -4.54818
106 H 2.86917 2.45626 -5.04250
107 H -0.17468 2.11174 -3.20904
108 C -0.83114 5.98110 1.69236
109 C -1.43980 4.49557 1.60454
110 O -2.61577 4.29675 2.45198
111 O 0.59658 5.91894 1.76371
112 H -1.21001 6.35755 2.64253
113 H -1.31602 6.57167 0.91505
114 H -0.66187 3.74452 1.74180
115 H -1.71746 4.22736 0.58519
116 H -3.31262 4.64806 1.89289
117 H 0.90840 6.17070 0.89137
118 C -0.61642 -2.66809 -2.62505
119 C -0.02346 -3.53959 -1.47815
120 O 0.02827 -2.77398 -0.26939
121 O 0.36306 -1.62218 -2.89640
122 H -1.53623 -2.15243 -2.34913
123 H -0.58850 -3.11309 -3.61968
124 H 0.88401 -4.07454 -1.75821
125 H -0.64398 -4.43268 -1.40440
126 H -0.07555 -1.86114 -0.54783
127 H 0.31309 -0.99052 -2.17522
128 C 3.64162 5.16522 0.20929
129 C 4.03786 4.49740 1.56419
130 O 3.87777 3.08500 1.60850
131 O 4.68069 4.95095 -0.72861
132 H 3.60383 6.24985 0.31057
133 H 2.64747 4.84191 -0.09933
134 H 3.37496 4.94270 2.30606
135 H 5.02328 4.91885 1.76271
136 H 4.18565 2.66411 0.80249
137 H 5.03478 4.05864 -0.73232
138 C -3.34360 -0.29133 -5.17107
139 C -4.20413 0.88184 -4.53209
140 O -5.22826 1.20260 -5.43798
141 O -4.01108 -1.54703 -5.28291
142 H -2.51987 -0.35438 -4.46002
143 H -2.96885 0.00444 -6.15096
144 H -3.62276 1.74761 -4.21501
145 H -4.61197 0.55130 -3.57684
146 H -5.55427 2.04406 -5.11047
147 H -4.79954 -1.39692 -5.80960
148 C 0.04456 -5.41971 1.74424
149 C 0.11044 -6.57856 0.82449
150 O -1.07507 -7.32591 1.06022
151 O 1.21109 -4.60428 1.47398
152 H -0.00868 -5.96808 2.68474
153 H -0.79357 -4.74124 1.58514
154 H 0.96404 -7.14737 1.19316
155 H 0.25222 -6.27282 -0.21210
156 H -0.94659 -7.83394 1.86458
157 H 0.89183 -3.91610 0.88569

=====

Record 2
Here is 15 unconnected molecules or ions with the total composition C25H80N8O15 at a distorted geometry from the OMol25 dataset. Energies are from the ωB97M-V functional and the def2-TZVPD basis.

As for the LUMO energy: 0.0 eV. The charge is 0. Its highest occupied orbital energy is -8.51 eV. Its relative energy (zero: lowest compared OMol25 entry of this formula, charge and spin) is 195.2 kJ/mol. As for the HOMO-LUMO gap: 8.47 eV.

Element x y z (Å)
1 C 19.80112 7.72394 -19.50143
2 O 20.54855 8.76332 -20.01239
3 H 19.36117 7.89249 -18.51642
4 H 20.46453 6.88120 -19.42976
5 H 19.01011 7.42495 -20.16064
6 H 21.32945 8.44078 -20.51130
7 C 20.02065 2.28191 -18.52582
8 O 20.79400 3.43859 -18.80972
9 H 20.32531 1.85245 -17.58756
10 H 20.13177 1.56377 -19.29065
11 H 19.01253 2.57414 -18.53350
12 H 20.37260 3.92576 -19.54156
13 C 19.65023 11.91514 -18.31713
14 O 20.44756 12.98303 -18.63923
15 H 19.59155 12.00645 -17.23460
16 H 20.10670 10.96334 -18.46636
17 H 18.73791 12.00484 -18.90847
18 H 19.84658 13.74242 -18.74154
19 C 17.34165 9.58291 -16.86228
20 O 16.75761 10.80345 -16.96876
21 H 16.86106 9.07374 -15.95685
22 H 18.37011 9.58105 -16.60970
23 H 17.15769 8.97942 -17.76489
24 H 16.07353 10.91085 -16.25046
25 C 21.71748 9.16467 -16.95569
26 O 22.76289 9.71190 -16.26080
27 H 20.72565 9.59079 -16.76182
28 H 21.66149 8.20190 -16.57092
29 H 21.91589 9.22331 -18.00885
30 H 22.75687 10.73930 -16.32713
31 C 23.57393 6.74188 -18.43233
32 O 23.60415 5.30166 -18.72556
33 H 22.49490 6.96171 -18.32875
34 H 24.00715 7.39999 -19.19117
35 H 24.08350 7.04417 -17.45057
36 H 22.98486 5.02150 -18.01192
37 C 21.41219 5.42870 -16.02048
38 O 20.32017 6.05970 -16.52130
39 N 22.00787 4.44227 -16.60859
40 N 21.90191 5.76734 -14.87388
41 H 21.43402 4.03228 -17.41784
42 H 22.79589 3.95504 -16.32342
43 H 21.42661 6.62957 -14.54113
44 H 22.79043 5.42961 -14.41136
45 C 18.34779 3.82096 -21.23272
46 O 18.54109 3.35739 -22.55701
47 N 19.11523 4.75915 -20.75214
48 N 17.55987 3.34817 -20.31695
49 H 19.87788 5.09875 -21.35378
50 H 19.02197 5.02733 -19.82569
51 H 17.06805 2.41104 -20.49700
52 H 17.57943 3.65696 -19.34569
53 C 20.64350 8.88699 -23.62526
54 O 20.53276 8.52194 -24.89299
55 N 21.61561 9.66535 -23.22678
56 N 19.80140 8.47361 -22.76059
57 H 22.34405 9.98487 -23.90185
58 H 21.71044 10.04983 -22.33445
59 H 19.08551 7.82218 -23.13683
60 H 19.71087 8.80260 -21.77580
61 C 21.89732 5.92792 -21.58398
62 O 22.47808 7.18277 -21.25228
63 N 22.21750 4.84992 -21.04648
64 N 20.91833 5.82728 -22.41340
65 H 22.89252 4.99274 -20.22762
66 H 21.89509 3.91554 -21.30106
67 H 20.54180 6.66960 -22.82629
68 H 20.73833 4.92507 -22.83001
69 C 16.97946 6.13007 -16.45525
70 C 17.16641 5.50661 -17.84392
71 C 16.65483 6.42348 -18.95746
72 O 18.40198 5.32195 -18.14675
73 H 17.64920 6.95032 -16.25360
74 H 17.04792 5.36991 -15.70018
75 H 15.96974 6.44147 -16.35486
76 H 16.57363 4.60017 -17.94103
77 H 15.53446 6.51764 -18.95064
78 H 16.77130 5.84904 -19.92403
79 H 17.07854 7.38149 -19.06915
80 H 18.96613 5.56273 -17.46576
81 C 17.75604 10.16655 -20.46453
82 C 16.33488 10.70818 -20.50607
83 C 15.32578 9.57126 -20.14488
84 O 16.07091 11.48478 -19.53780
85 H 18.50920 10.81050 -20.86754
86 H 17.80389 9.36145 -21.22439
87 H 18.14748 9.65592 -19.54185
88 H 16.06466 11.11580 -21.43667
89 H 14.30090 9.87429 -20.30866
90 H 15.48500 9.08663 -19.17080
91 H 15.52269 8.83899 -20.96494
92 H 16.25762 10.98368 -18.74036
93 C 16.85028 6.94627 -22.32688
94 C 17.23226 6.37930 -23.70341
95 C 16.20900 6.67545 -24.80237
96 O 18.32436 6.62436 -24.14342
97 H 17.67144 6.89330 -21.65380
98 H 15.96240 6.45378 -21.94024
99 H 16.68323 8.00292 -22.44091
100 H 17.15647 5.30696 -23.52921
101 H 16.10615 7.71675 -25.05477
102 H 15.21747 6.33110 -24.49194
103 H 16.46541 6.13133 -25.72262
104 H 18.24260 6.55641 -25.06122
105 C 23.62139 6.64380 -24.84633
106 C 24.47246 7.09056 -23.64852
107 C 25.99970 7.22253 -24.03039
108 O 24.11451 8.09954 -23.05074
109 H 22.63665 6.46283 -24.52483
110 H 23.98703 5.68930 -25.03920
111 H 23.69472 7.15763 -25.74514
112 H 24.55296 6.33949 -22.89271
113 H 26.49427 6.27699 -24.28824
114 H 26.61352 7.57755 -23.21253
115 H 26.22644 7.99287 -24.80515
116 H 23.44673 7.81208 -22.44071
117 C 23.46064 13.05416 -20.10734
118 C 23.33087 11.66715 -19.62947
119 C 23.56978 10.53065 -20.66466
120 O 23.97821 11.41817 -18.55074
121 H 24.49075 13.45072 -19.90279
122 H 22.68632 13.70096 -19.68591
123 H 23.25730 13.07877 -21.14415
124 H 22.28652 11.47924 -19.24711
125 H 23.52836 9.50536 -20.26833
126 H 24.61589 10.77845 -21.12529
127 H 22.95676 10.68118 -21.50718
128 H 23.47127 11.72614 -17.75682

=====

Record 3
Here is 15 unconnected molecules or ions with the total composition C25H81BO14 from the OMol25 dataset. Energies are from the ωB97M-V functional and the def2-TZVPD basis.

As for the LUMO energy: 0.3 eV. The charge is 0. Its highest occupied orbital energy is -9.76 eV. As for the HOMO-LUMO gap: 10.06 eV.

Element x y z (Å)
1 B 3.08661 -2.97012 -1.72478
2 C 2.40395 -1.58441 -1.82330
3 C 2.05741 -0.81884 -0.52545
4 C 0.55544 -0.74466 -0.26005
5 C -0.18982 -2.08658 -0.20178
6 C -0.46808 -2.63501 1.20826
7 C 0.69038 -2.56592 2.20444
8 C 1.77146 -3.62961 2.01376
9 C 1.27722 -5.07137 2.05848
10 C 2.44357 -6.07099 1.90953
11 C 2.51848 -6.62824 0.48633
12 C 3.75315 -7.50321 0.22605
13 H 3.66118 -3.29410 -0.72747
14 H 3.08723 -3.70901 -2.66534
15 H 3.09853 -0.98531 -2.43530
16 H 1.51456 -1.68198 -2.45941
17 H 2.57931 -1.25655 0.33036
18 H 2.41952 0.20635 -0.61591
19 H 0.38244 -0.21428 0.68117
20 H 0.10313 -0.11714 -1.03116
21 H -1.16022 -1.96305 -0.69082
22 H 0.33530 -2.84795 -0.79068
23 H -1.32920 -2.10359 1.62502
24 H -0.78164 -3.67678 1.10408
25 H 0.28912 -2.66022 3.21976
26 H 1.16156 -1.58128 2.15967
27 H 2.52343 -3.49159 2.79954
28 H 2.29883 -3.46927 1.06794
29 H 0.59495 -5.25372 1.22741
30 H 0.71276 -5.24791 2.97679
31 H 3.38635 -5.55078 2.11519
32 H 2.35481 -6.90291 2.61295
33 H 1.60680 -7.20145 0.29931
34 H 2.49506 -5.78578 -0.21109
35 H 4.46486 -7.01992 -0.44319
36 H 3.48519 -8.46331 -0.21527
37 H 4.27841 -7.71884 1.15913
38 C 0.53522 2.98604 -0.51128
39 O 1.67045 2.46991 0.16930
40 H 0.14037 2.18029 -1.12584
41 H -0.22337 3.32312 0.19387
42 H 0.80917 3.82593 -1.16652
43 H 2.01204 3.15551 0.76525
44 C -2.78720 4.83831 1.82713
45 O -1.54501 4.87358 1.12936
46 H -3.24252 3.87499 1.62272
47 H -2.64549 4.93066 2.90757
48 H -3.46681 5.62355 1.48753
49 H -1.13002 5.72517 1.29369
50 C -5.49319 1.55776 1.96977
51 O -5.39493 2.87554 2.50382
52 H -4.80654 1.50156 1.12831
53 H -5.21183 0.79891 2.70355
54 H -6.50546 1.34950 1.61269
55 H -5.98888 2.94238 3.25751
56 C 1.13882 4.55132 3.08697
57 O 2.15685 4.50184 2.09690
58 H 0.54597 3.64716 2.96697
59 H 1.55365 4.58011 4.09730
60 H 0.48600 5.41632 2.95041
61 H 2.69662 5.31057 2.15768
62 C -2.65230 -5.50134 2.46012
63 O -1.83878 -6.19874 1.52854
64 H -1.99933 -4.81056 2.99056
65 H -3.43668 -4.92190 1.96529
66 H -3.11037 -6.17647 3.18809
67 H -2.38858 -6.82131 1.04424
68 C -1.40091 1.11183 -3.29483
69 O -1.97162 0.01217 -2.59884
70 H -1.86586 2.01133 -2.89436
71 H -0.32061 1.17842 -3.15083
72 H -1.61273 1.05880 -4.36692
73 H -1.56686 -0.79654 -2.92661
74 C 0.05431 3.11785 -5.72080
75 O 1.05545 2.57306 -4.86565
76 H -0.31889 2.30040 -6.33325
77 H -0.77329 3.52785 -5.13747
78 H 0.45929 3.89163 -6.37576
79 H 1.40246 3.27223 -4.30373
80 C -8.91746 3.21544 0.29694
81 O -8.11490 4.35033 0.60521
82 H -9.80924 3.57331 -0.20935
83 H -8.39846 2.52454 -0.37027
84 H -9.22295 2.68149 1.20228
85 H -7.30986 4.04960 1.04006
86 C -10.76691 0.95799 -2.85790
87 O -10.49775 1.03835 -1.46514
88 H -10.83277 1.98009 -3.22412
89 H -9.96694 0.44658 -3.39969
90 H -11.71533 0.45446 -3.06229
91 H -10.43699 0.14509 -1.11493
92 C 1.60336 -6.10667 5.64129
93 O 3.00619 -6.31182 5.56574
94 H 1.24905 -6.63932 6.52122
95 H 1.35463 -5.04674 5.75009
96 H 1.09437 -6.50732 4.76117
97 H 3.33447 -5.85748 4.78362
98 C 5.65445 0.60318 -2.74749
99 O 5.69849 1.74121 -1.89090
100 H 6.40291 0.75990 -3.52129
101 H 5.89997 -0.31568 -2.20678
102 H 4.67956 0.49903 -3.22788
103 H 5.03173 1.62432 -1.20746
104 C 5.12520 5.73094 2.52349
105 O 4.01181 6.61657 2.61772
106 H 5.15422 5.15823 3.44781
107 H 4.99398 5.03033 1.69762
108 H 6.07159 6.26254 2.40755
109 H 3.93574 7.09613 1.78290
110 C 3.92592 5.22370 -0.80251
111 O 3.07768 6.20297 -0.20465
112 H 4.94464 5.54606 -0.59690
113 H 3.77114 4.23154 -0.37308
114 H 3.79559 5.17350 -1.88561
115 H 2.16211 5.93691 -0.33584
116 C 2.27690 -0.90255 -5.63508
117 O 2.70898 0.22919 -4.90702
118 H 3.08308 -1.63424 -5.61076
119 H 1.38689 -1.36404 -5.19301
120 H 2.06516 -0.66301 -6.68230
121 H 2.00906 0.89594 -4.90906